[1]
Computed, not measured: C23H24FN3O3 in the gas phase, with ωB97M-V/def2-TZVPD.

Properties
Orbital gap ... 9.00 eV
Molar mass ... 409.46 g mol⁻¹
E_LUMO ... 0.56 eV
DFT total energy ... -1380.75850 Eh
SMILES ... CCOC(=O)C1CCN(Cc2nc3ccccc3c(=O)n2-c2ccc(F)cc2)CC1

Geometry (Å):
C (-2.3101, -1.8068, -5.3531)
C (-1.3300, -1.1387, -4.3998)
O (-1.9757, -0.1635, -3.5809)
C (-2.6086, -0.6083, -2.4892)
O (-2.6587, -1.7694, -2.1777)
C (-3.2816, 0.5296, -1.7370)
C (-2.3958, 1.7737, -1.6637)
C (-1.1723, 1.4848, -0.8001)
N (-1.5960, 1.1081, 0.5372)
C (-0.5221, 1.0903, 1.4969)
C (0.6227, 0.1369, 1.2168)
N (0.4890, -0.7636, 0.3176)
C (1.5329, -1.6026, 0.0369)
C (1.3627, -2.5974, -0.9313)
C (2.4079, -3.4389, -1.2354)
C (3.6375, -3.3105, -0.5890)
C (3.8185, -2.3395, 0.3695)
C (2.7684, -1.4779, 0.6932)
C (2.9330, -0.4534, 1.7158)
O (3.9416, -0.2445, 2.3559)
N (1.7790, 0.3177, 1.9371)
C (1.8719, 1.3071, 2.9594)
C (2.6048, 2.4635, 2.7298)
C (2.7251, 3.4124, 3.7278)
C (2.1089, 3.1812, 4.9445)
F (2.2179, 4.1054, 5.9177)
C (1.3856, 2.0284, 5.1944)
C (1.2738, 1.0832, 4.1924)
C (-2.3985, -0.1070, 0.5222)
C (-3.6551, 0.1013, -0.3186)
H (-3.0558, -2.3611, -4.7885)
H (-1.7764, -2.4951, -6.0022)
H (-2.8113, -1.0589, -5.9627)
H (-0.5624, -0.5866, -4.9463)
H (-0.8602, -1.8885, -3.7547)
H (-4.1903, 0.7638, -2.3052)
H (-2.0799, 2.0774, -2.6613)
H (-2.9677, 2.5855, -1.2118)
H (-0.5575, 2.3861, -0.7205)
H (-0.5700, 0.6949, -1.2743)
H (-0.9483, 0.8440, 2.4757)
H (-0.1098, 2.1045, 1.5667)
H (0.4016, -2.6854, -1.4137)
H (2.2774, -4.2088, -1.9818)
H (4.4469, -3.9791, -0.8408)
H (4.7571, -2.2213, 0.8897)
H (3.0858, 2.6113, 1.7754)
H (3.2920, 4.3167, 3.5757)
H (0.9322, 1.8773, 6.1609)
H (0.7335, 0.1652, 4.3681)
H (-2.6858, -0.3330, 1.5524)
H (-1.8343, -0.9583, 0.1233)
H (-4.2202, -0.8305, -0.3472)
H (-4.2731, 0.8782, 0.1336)

Here are the natural (NBO) charges for atoms 1 to 6, given in e: atom 1 (C): -0.6345, atom 2 (C): -0.0729, atom 3 (O): -0.5175, atom 4 (C): 0.8112, atom 5 (O): -0.6118, atom 6 (C): -0.3146

[2]
Computed, not measured: C23H24N2O4 in the gas phase, with ωB97M-V/def2-TZVPD.

Properties
Orbital gap ... 8.77 eV
Molar mass ... 392.45 g mol⁻¹
E_LUMO ... 0.23 eV
DFT total energy ... -1301.37342 Eh
SMILES ... Cc1cc(O[C@@H](C)C(=O)NCc2ccncc2)c2c3c(c(=O)oc2c1)CCCC3

Geometry (Å):
C (2.9618, -3.2837, -0.3591)
C (1.8378, -2.4741, 0.2028)
C (0.7619, -2.1261, -0.6150)
C (-0.3060, -1.3851, -0.1412)
O (-1.3354, -0.9860, -0.9437)
C (-1.3105, -1.3056, -2.3248)
C (-2.6360, -0.8317, -2.9178)
C (-0.1555, -0.6034, -3.0578)
O (0.4213, -1.1079, -3.9967)
N (0.1059, 0.6257, -2.5778)
C (1.1625, 1.4631, -3.0923)
C (2.1470, 1.8789, -2.0325)
C (2.4263, 1.0685, -0.9384)
C (3.3450, 1.5101, 0.0013)
N (3.9813, 2.6640, -0.0887)
C (3.7232, 3.4320, -1.1328)
C (2.8176, 3.0936, -2.1255)
C (-0.3429, -0.9694, 1.2158)
C (-1.4181, -0.2384, 1.8547)
C (-1.2580, 0.1773, 3.1374)
C (-0.0667, -0.1471, 3.9075)
O (0.1330, 0.1951, 5.0485)
O (0.8797, -0.9136, 3.2939)
C (0.7713, -1.3006, 2.0056)
C (1.8403, -2.0444, 1.5121)
C (-2.2764, 0.9760, 3.8965)
C (-3.3250, 1.5837, 2.9775)
C (-3.8272, 0.4992, 2.0352)
C (-2.6972, 0.0412, 1.1186)
H (2.6429, -4.3168, -0.4955)
H (3.8187, -3.2735, 0.3082)
H (3.2622, -2.8987, -1.3316)
H (0.7942, -2.4395, -1.6460)
H (-1.2126, -2.3886, -2.4757)
H (-2.7548, 0.2384, -2.7665)
H (-2.6532, -1.0463, -3.9823)
H (-3.4623, -1.3465, -2.4348)
H (-0.4035, 0.9508, -1.7694)
H (1.6706, 0.8721, -3.8636)
H (0.7349, 2.3526, -3.5704)
H (1.9452, 0.1105, -0.8190)
H (3.5806, 0.9074, 0.8683)
H (4.2664, 4.3670, -1.1709)
H (2.6381, 3.7595, -2.9561)
H (2.6580, -2.2643, 2.1788)
H (-1.7508, 1.7437, 4.4685)
H (-2.7546, 0.3182, 4.6291)
H (-4.1454, 1.9943, 3.5674)
H (-2.8850, 2.3977, 2.3974)
H (-4.6576, 0.8649, 1.4285)
H (-4.1878, -0.3468, 2.6236)
H (-3.0029, -0.8577, 0.5828)
H (-2.5027, 0.8105, 0.3657)

Here are the natural (NBO) charges for atoms 1 to 6, given in e: atom 1 (C): -0.6351, atom 2 (C): 0.0536, atom 3 (C): -0.3477, atom 4 (C): 0.3451, atom 5 (O): -0.5164, atom 6 (C): 0.0126

Q: Look up the DFT total energy of the second one.
A: -1301.37342 Eh

Q: DFT total energy of number 1 (C23H24FN3O3)?
A: -1380.75850 Eh